Molecular formula: C35H38N6SbSeV
Method: DFT, ωB97M-V/def2-TZVPD

The HOMO energy (spin up / spin down) is -8.92 / -9.59 eV. The molecular weight comes out at 794.4 g mol⁻¹. The calculation puts the energy at -143418.599 eV. The total charge is +1. For the LUMO energy (spin up / spin down), the calculation gives -2.71 / -2.74 eV. Its spin multiplicity is 4. The calculation puts the frontier orbital gap (spin up / spin down) at 6.203 / 6.858 eV. The calculation puts the energy relative to the best compared isomer or geometry (same formula, charge and spin) at 0.0 kcal per mole. The expectation value of S² is 3.77. The max |F| comes out at 2.772 eV Å⁻¹.

Last column: Mulliken spin population.
Cartesian coordinates (Å):
V 0.76603 1.27883 -1.23370  2.71
C 2.14823 -1.74597 0.25620  0.01
C 2.61853 -0.40127 0.69820  0.06
C 3.55743 -0.32307 1.72530  -0.01
C 4.03873 0.90623 2.13520  0.03
C 3.56213 2.03863 1.48900  -0.03
C 2.62103 1.88513 0.48660  0.04
N 2.13323 0.70293 0.11080  -0.10
Sb 1.71043 3.79033 -0.16900  0.00
C 0.45653 3.65063 -2.00340  0.06
C 0.28093 4.84753 -2.67040  -0.02
C -0.55107 4.88973 -3.78370  0.05
C -1.18957 3.71913 -4.16010  -0.01
C -0.96397 2.54293 -3.45090  0.07
C -1.60727 1.27073 -3.90200  0.02
N -0.14047 2.51733 -2.38890  -0.09
C 0.03123 3.00023 0.90760  0.03
C -0.39327 3.58203 2.08510  -0.01
C -1.58467 3.14703 2.63990  0.01
C -2.32347 2.21883 1.93070  0.00
C -1.81887 1.66833 0.75330  0.09
C -2.66937 0.74493 -0.05540  0.00
N -0.61367 2.01343 0.28830  0.07
H 2.98513 -2.43887 0.18640  0.00
H 1.44753 -2.13807 0.99370  0.00
H 1.63293 -1.67487 -0.69700  -0.01
H 3.89493 -1.23887 2.19050  0.00
H 4.76743 0.98343 2.92880  0.00
H 3.90053 3.03053 1.76540  0.00
H 0.79263 5.73623 -2.32440  0.00
H -0.68297 5.80463 -4.34210  0.00
H -1.85297 3.70243 -5.01240  0.00
H -2.58517 1.48023 -4.32830  0.00
H -0.99907 0.79723 -4.67490  0.00
H -1.69927 0.56583 -3.07750  0.00
H 0.20313 4.35003 2.55730  0.00
H -1.94467 3.56173 3.56800  0.00
H -3.29747 1.91493 2.28110  0.00
H -3.66337 1.17553 -0.17540  0.00
H -2.21637 0.58633 -1.03230  0.00
H -2.78227 -0.21247 0.45160  0.00
C 2.50843 2.32343 -3.78160  0.01
N 2.37343 1.11923 -2.96630  0.00
C 3.69173 0.85153 -2.39660  0.03
C 1.95223 -0.00737 -3.81900  0.02
C 0.89623 -0.87797 -3.18330  0.18
C 0.55613 -2.05517 -3.83840  -0.03
C -0.40847 -2.89827 -3.32110  0.05
C -0.98577 -2.58377 -2.10170  -0.03
C -0.63027 -1.41647 -1.45060  -0.21
C 0.28023 -0.49347 -1.98280  -0.13
H 3.28053 2.18803 -4.54910  0.00
H 2.80053 3.17193 -3.15590  0.00
H 1.56853 2.55383 -4.27980  0.00
H 4.45173 0.80023 -3.18950  0.00
H 3.69523 -0.08917 -1.84580  -0.01
H 3.97103 1.66393 -1.71950  0.00
H 2.82093 -0.62457 -4.08520  0.01
H 1.54943 0.38043 -4.76000  0.00
H 1.04113 -2.29897 -4.77230  0.00
H -0.69447 -3.79227 -3.85090  0.00
H -1.71797 -3.24787 -1.66620  0.00
H -1.03857 -1.21297 -0.46990  0.13
C -2.33867 -3.00507 1.88060  0.00
N -1.89617 -2.86047 3.24170  0.00
C -1.03357 -1.92537 3.70290  0.00
Se -0.26687 -0.57287 2.77650  0.02
N -0.83907 -2.13987 5.02420  0.00
C -1.58087 -3.22437 5.43380  0.00
C -1.73027 -3.84567 6.66170  0.00
C -2.57657 -4.93947 6.71790  0.00
C -3.25627 -5.39437 5.59060  0.00
C -3.11737 -4.77217 4.36190  0.00
C -2.26437 -3.68087 4.29260  0.00
H -1.63037 -2.48757 1.23200  0.00
H -3.33587 -2.57407 1.74910  0.00
H -2.36957 -4.06317 1.61500  0.00
H -0.21237 -1.58477 5.58530  0.00
H -1.20397 -3.49357 7.53470  0.00
H -2.71207 -5.44747 7.65930  0.00
H -3.90717 -6.25057 5.68030  0.00
H -3.65997 -5.12297 3.49860  0.00